The following is a quantum chemistry calculation of C30H39ClFePSi2 as an isolated structure, from the OMol25 dataset.

- Kohn-Sham gap (spin up / spin down) (eV) = 8.1 / 6.6
- energy (eV) = -103695.343
- F_max (eV/Å) = 4.9
- lowest unoccupied orbital energy (spin up / spin down) (eV) = 0.617 / -1.254

ORCA input file:
```
! wB97M-V def2-TZVPD RIJCOSX def2/J DEFGRID3
* xyz 0 6
C 1.28784 1.54097 2.65098
C 2.01886 1.48251 1.42870
C 1.57420 2.53249 0.57235
H 2.90630 0.87256 1.32170
C 0.57142 3.27887 1.25987
C 0.35727 2.67733 2.55729
H -0.37513 3.02272 3.29034
H 1.49033 0.85688 3.47057
H 2.09777 2.82573 -0.34011
H 0.06121 4.17518 0.91917
Fe -0.13423 1.35283 1.23767
Cl -1.42302 1.54854 -0.49550
P 1.06166 -0.10262 -2.51729
C 1.71576 1.05392 -3.77459
C 2.88696 0.83481 -4.50257
H 3.48200 -0.05510 -4.32722
C 3.30931 1.75136 -5.45697
H 4.21978 1.56631 -6.01812
C 2.55320 2.90647 -5.68734
H 2.88547 3.62276 -6.44076
C 1.38802 3.13853 -4.96365
H 0.79745 4.03862 -5.15775
C 0.97349 2.23015 -3.99779
H 0.07838 2.40474 -3.41385
C 2.45582 -1.27354 -2.33378
C 3.47589 -0.91050 -1.43138
H 3.40171 0.02526 -0.89303
C 4.57418 -1.74168 -1.25640
H 5.37459 -1.44666 -0.57055
C 4.66306 -2.94051 -1.95492
H 5.52639 -3.59343 -1.81919
C 3.64705 -3.31813 -2.84193
H 3.71101 -4.25274 -3.38908
C 2.55024 -2.48456 -3.02107
H 1.76372 -2.79009 -3.70399
C -0.12698 -1.08758 -3.50250
C -0.22136 -1.03468 -4.89335
H 0.42234 -0.36936 -5.46162
C -1.13737 -1.82695 -5.57307
H -1.19516 -1.77963 -6.65557
C -1.97972 -2.68347 -4.85309
H -2.69658 -3.30771 -5.39026
C -1.90133 -2.73945 -3.46677
H -2.55566 -3.41635 -2.90732
C -0.99054 -1.94170 -2.78630
H -0.92689 -1.97407 -1.70736
C -0.76938 -0.96531 5.67323
Si -1.12015 0.59668 4.67924
C -2.64742 1.54679 5.30754
C 0.18838 1.71924 5.54779
C -1.40373 0.19133 2.88492
Si -3.09457 -0.68040 2.57661
C -4.31465 0.69958 2.17702
C -2.86327 -1.83573 1.07567
C -3.63545 -1.77058 4.04317
H -0.69506 -0.68851 6.74351
H 0.19919 -1.40963 5.38098
H -1.54260 -1.73927 5.56157
H -2.51750 1.69995 6.39863
H -2.72893 2.55228 4.85281
H -3.61137 1.03430 5.15105
H 1.23187 1.35663 5.48558
H 0.21293 2.78190 5.23986
H -0.07050 1.72130 6.63684
H -0.94018 -0.10341 1.87009
H -3.99643 1.23254 1.25746
H -5.30230 0.22427 2.01121
H -4.38999 1.44441 2.99271
H -2.09249 -2.61385 1.25312
H -3.83842 -2.34853 0.92375
H -2.59896 -1.30410 0.13823
H -2.92571 -2.60634 4.19486
H -3.73231 -1.23154 5.00508
H -4.61971 -2.17306 3.73490
*
```